DFT (the ωB97M-V functional and the def2-TZVPD basis) results for a 2-piece molecular cluster, C3H12NO overall at a distorted geometry.

Geometry as XYZ:
```
17
Properties=species:S:1:pos:R:3:forces:R:3:mulliken_charge:R:1
C 2.10402 -1.68580 -0.52439 0.37 -1.89 -1.26 -0.400
O 1.23347 -0.89947 -1.43838 3.05 -4.02 2.38 -0.180
H 1.67532 -2.35870 0.26486 -1.21 1.12 -0.37 0.343
H 2.51514 -0.83779 0.04976 0.54 0.85 0.67 0.392
H 2.95584 -2.39260 -0.89940 -1.24 2.02 -0.66 0.367
H 1.72673 -0.76808 -2.24875 0.86 0.23 -1.69 0.432
C -1.68272 0.97013 1.54356 0.32 -0.04 -0.79 -1.092
C -0.79505 1.48400 0.35334 0.23 -1.63 3.27 -0.264
N -0.76856 0.34831 -0.60418 2.48 -2.54 -1.30 -0.427
H -2.43435 0.39509 1.03494 -1.00 -0.24 0.19 0.368
H -2.19637 1.77093 2.11171 0.70 -0.56 -0.13 0.348
H -1.10529 0.21668 2.14649 -0.46 1.12 -0.16 0.330
H 0.15513 1.77116 0.85045 0.03 -0.52 -1.25 0.242
H -1.16245 2.24688 -0.19632 -1.31 2.83 -1.23 0.413
H -0.84033 -0.50358 -0.04994 -0.06 -0.22 0.56 0.389
H -1.56510 0.15762 -1.24729 0.24 1.32 0.24 0.362
H 0.18457 0.08523 -1.14645 -3.55 2.18 1.53 0.377
```
Positions in Å, forces in eV/Å.

Summary:
Kohn-Sham gap (spin up / spin down): 11.61 / 4.10 eV
strongest force on any atom: 5.6 eV Å⁻¹
energy relative to the best compared isomer or geometry (same formula, charge and spin): 268.3 kJ/mol
multiplicity: 2
<S²>: 0.754
electronic energy: -250.60442 a.u.
HOMO (spin up / spin down): -0.743 / -0.742 hartree
charge: +2
E_LUMO (spin up / spin down): -8.61 / -16.08 eV

***

DFT (the ωB97M-V functional and the def2-TZVPD basis) results for a 2-piece molecular cluster, C3H12NO overall at a distorted geometry.

Geometry as XYZ:
```
17
Properties=species:S:1:pos:R:3:forces:R:3:mulliken_charge:R:1
C -2.15543 1.65626 0.03978 1.38 0.23 0.66 -0.326
O -1.62859 0.78824 0.99759 -2.02 0.40 -0.67 -0.280
H -2.27639 0.04009 1.10340 -0.14 0.35 0.46 0.441
H -2.29850 0.97712 -0.85597 -0.48 0.27 -0.16 0.390
H -1.42026 2.44251 -0.08986 -0.14 0.17 -0.27 0.300
H -3.18411 2.05998 0.27007 -0.03 -0.52 -0.06 0.354
C 1.37513 -0.19487 0.05312 -0.48 0.10 0.38 -0.234
C 1.79942 -0.80937 -1.27836 1.22 0.51 0.28 -1.021
N 0.37215 -1.08002 0.82048 -0.65 0.39 -0.01 -0.271
H 2.23211 -0.04146 0.70776 -0.10 -0.19 0.06 0.359
H 0.85473 0.76720 0.06032 0.27 -0.02 -0.68 0.176
H 2.84869 -1.06509 -1.13051 -0.05 -0.49 -0.15 0.319
H 1.88194 -0.05179 -2.05569 -0.57 -0.05 -0.12 0.312
H -0.47143 -0.50014 1.03294 1.67 -0.98 0.16 0.276
H 0.02157 -1.85127 0.24320 0.49 -0.23 0.16 0.420
H 0.76227 -1.42678 1.70199 -0.11 -0.23 -0.12 0.387
H 1.28671 -1.71061 -1.62026 -0.25 0.28 0.07 0.396
```
Positions in Å, forces in eV/Å.

Summary:
Kohn-Sham gap (spin up / spin down): 11.42 / 4.74 eV
strongest force on any atom: 2.2 eV Å⁻¹
energy relative to the best compared isomer or geometry (same formula, charge and spin): 113.5 kJ/mol
multiplicity: 2
<S²>: 0.754
electronic energy: -250.66340 a.u.
HOMO (spin up / spin down): -0.738 / -0.738 hartree
charge: +2
E_LUMO (spin up / spin down): -8.66 / -15.34 eV